Formula: C4H11NS
Source: the OMol25 dataset
Level of theory: wB97M-V/def2-TZVPD

energy above the lowest of the compared OMol25 structures with the same formula, charge and spin: 80.1 kcal per mole
E_LUMO: 0.02957 Ha

Geometry (Å):
C (-2.50007, 0.08172, 0.75829)
C (2.11435, 1.18260, 0.00618)
C (1.53257, -1.45942, -0.38596)
C (-1.72437, -0.09742, -0.53147)
N (-0.43495, 0.62371, -0.68936)
S (0.61055, 0.18854, 0.44021)
H (-2.20153, -0.54987, 1.51128)
H (-2.34789, 1.06474, 1.21960)
H (-3.53995, -0.12730, 0.72029)
H (2.09198, 2.11676, 0.51668)
H (1.99363, 1.47872, -0.99471)
H (2.88319, 0.56128, 0.34447)
H (0.95650, -1.56258, -1.27656)
H (1.39502, -2.19954, 0.35744)
H (2.62491, -1.33672, -0.65668)
H (-2.17393, 0.31483, -1.56383)
H (-1.39833, -1.15161, -0.71974)

Atomic forces in eV per Å
C 0.079 1.713 -0.818
C -2.572 0.344 1.332
C 0.789 2.065 0.720
C 0.834 0.531 -3.219
N 0.599 0.486 1.545
S 1.738 -0.819 -2.351
H 1.279 -1.889 1.636
H -0.166 0.170 -0.562
H -1.119 0.078 -0.627
H -0.033 0.621 0.931
H 0.286 -0.493 -1.667
H 1.516 -0.512 -0.080
H -0.529 -0.314 -0.510
H -0.113 -1.107 0.363
H -1.300 0.106 0.541
H -0.081 -1.242 2.617
H -1.207 0.261 0.151

Computed Mulliken charges, given in elementary charges:
1. C -1.255
2. C -1.008
3. C -1.067
4. C -0.231
5. N -0.469
6. S 0.336
7. H 0.383
8. H 0.315
9. H 0.386
10. H 0.367
11. H 0.314
12. H 0.411
13. H 0.313
14. H 0.320
15. H 0.387
16. H 0.243
17. H 0.257

Formula: C4H11NS2
Source: the OMol25 dataset
Level of theory: wB97M-V/def2-TZVPD

energy above the lowest of the compared OMol25 structures with the same formula, charge and spin: 73.9 kcal per mole
SMILES: CC(C)N=S.CS
E_LUMO: -0.04332 Ha

Geometry (Å):
C (-2.27217, 0.13560, 0.95427)
C (-1.01900, 1.46668, -0.86231)
C (3.04387, -1.21940, -0.05997)
C (-0.89132, 0.33074, 0.14266)
N (-0.44469, -0.83279, -0.41968)
S (-1.26744, -2.21731, -0.40087)
S (2.51198, 0.45950, 0.63276)
H (-2.27914, -0.58589, 1.75198)
H (-2.41241, 1.10673, 1.41946)
H (-3.07263, -0.23706, 0.19785)
H (-0.77076, 2.48119, -0.41568)
H (-1.89256, 1.36584, -1.38517)
H (-0.26532, 1.33679, -1.65777)
H (2.26086, -1.62609, -0.67056)
H (3.28901, -1.74236, 0.85351)
H (3.99776, -1.29052, -0.64391)
H (-0.17017, 0.42431, 0.97490)
H (1.65412, 0.64401, -0.41147)

Atomic forces in eV per Å
C 0.053 0.416 -2.279
C 3.980 0.903 1.023
C 1.427 0.908 0.495
C -3.294 0.110 3.537
N 0.258 -4.095 -2.243
S 1.246 1.923 0.051
S 0.205 -0.996 -1.639
H 0.526 -0.471 0.186
H -0.812 0.182 -0.209
H 1.037 1.177 1.395
H -0.932 -1.232 -0.467
H -2.638 0.253 -0.865
H 0.090 -0.034 0.352
H -0.524 -0.319 0.238
H -0.486 -0.699 0.024
H -0.799 0.901 0.315
H 0.212 0.845 -0.496
H 0.450 0.226 0.582

Computed Mulliken charges, given in elementary charges:
1. C -1.520
2. C -1.247
3. C -0.659
4. C 0.374
5. N -0.059
6. S -0.126
7. S -0.210
8. H 0.443
9. H 0.402
10. H 0.365
11. H 0.286
12. H 0.434
13. H 0.400
14. H 0.242
15. H 0.233
16. H 0.293
17. H 0.250
18. H 0.099

| no. | frontier orbital gap (eV) | molar mass (g/mol) | HOMO level (Eh) |
| --- | --- | --- | --- |
| 1 | 8.432 | 105.21 | -0.2803 |
| 2 | 7.240 | 137.27 | -0.3094 |